ORCA calculation (ωB97M-V with the def2-TZVPD basis set) on a 6-piece molecular cluster, C14H35Cl2N3O5 overall at a distorted geometry.

```
! wB97M-V def2-TZVPD RIJCOSX def2/J DEFGRID3
* xyz 1 2
Cl -2.951 -1.625 -1.060
C -3.318 -0.220 -2.144
C -4.784 -0.109 -2.396
Cl -5.107 1.258 -3.448
H -2.806 -0.394 -3.091
H -2.739 0.570 -1.666
H -5.391 -0.023 -1.495
H -5.170 -1.002 -2.887
C 0.857 -4.613 2.832
C 0.643 -4.139 1.458
C -0.800 -4.014 0.977
O 1.380 -2.931 1.312
H 1.833 -4.463 3.293
H 0.656 -5.670 3.007
H 0.131 -4.006 3.372
H 1.098 -4.921 0.849
H -0.697 -3.893 -0.101
H -1.390 -3.213 1.423
H -1.446 -4.878 1.134
H 2.300 -3.202 1.350
C 1.147 4.107 0.947
C -0.160 4.013 1.683
C -0.980 2.797 1.425
O 0.147 4.141 3.071
H 1.583 5.093 1.108
H 1.127 3.850 -0.112
H 1.982 3.558 1.382
H -0.846 4.838 1.494
H -1.261 2.681 0.378
H -1.897 2.974 1.988
H -0.605 1.820 1.729
H -0.639 4.433 3.539
O 3.784 -4.142 1.771
C 4.845 -3.508 2.050
N 5.759 -3.989 2.844
C 5.243 -2.247 1.387
H 5.663 -4.956 3.120
H 6.635 -3.498 2.947
H 4.454 -2.013 0.672
H 6.272 -2.239 1.029
H 5.170 -1.486 2.164
O -0.206 0.859 -1.377
C 0.592 0.213 -0.698
N 0.013 -0.773 -0.011
C 2.087 0.414 -0.838
H 0.513 -1.526 0.440
H -0.959 -1.033 -0.100
H 2.439 1.280 -0.276
H 2.281 0.490 -1.908
H 2.653 -0.408 -0.400
O -1.564 4.016 -4.408
C -2.662 3.946 -3.853
N -2.714 3.382 -2.680
C -3.975 4.321 -4.596
H -3.542 3.499 -2.113
H -1.827 3.157 -2.252
H -4.854 4.312 -3.952
H -4.136 3.730 -5.497
H -3.865 5.383 -4.816
*
```

frontier orbital gap (spin up / spin down) = 8.00 / 2.80 eV
HOMO level (spin up / spin down) = -11.43 / -11.43 eV
<S²> = 0.76

Löwdin analysis output, partial charges in e: 0.6243, -0.6314, -0.6691, 0.6129, 0.0794, 0.0351, 0.0798, 0.0812, -0.0686, -0.5095, -0.0552, -0.0809, 0.0729, 0.0898, 0.0865, 0.1351, 0.0729, 0.0719, 0.0860, 0.0310, -0.0533, -0.5120, -0.0660, -0.0406, 0.0801, 0.0739, 0.0818, 0.1308, 0.0504, 0.0793, 0.0871, 0.0890, -0.0067, -0.5674, 0.1813, 0.0023, 0.1334, 0.1228, 0.0780, 0.0945, 0.0970, -0.0459, -0.5711, 0.1817, 0.0248, 0.0570, 0.0019, 0.0758, 0.0916, 0.0644, 0.3617, -0.4262, 0.2613, 0.0545, 0.1422, 0.1394, 0.0917, 0.1101, 0.1050